Entry 1:
Here is a 8-piece molecular cluster, C44H106O30P6 overall in a non-equilibrium geometry from OMol25. Energies are from ωB97M-V/def2-TZVPD.

Geometry (Å):
C1 3.2876 -2.8428 10.0048
C2 2.1738 -2.8220 8.9110
O1 2.7709 -3.1814 7.6815
P1 3.0594 -2.0518 6.6343
O2 3.3430 -0.6961 7.1568
O3 1.8690 -2.2263 5.5498
C3 0.5598 -1.7483 5.7985
C4 -0.6220 -2.5946 5.1913
O4 4.3704 -2.5257 5.7597
C5 4.5256 -2.2057 4.4058
C6 4.1651 -3.4030 3.5199
H1 2.8820 -2.9960 11.0048
H2 3.8307 -3.7846 9.9269
H3 3.9858 -2.0059 10.0195
H4 1.4385 -3.5948 9.1349
H5 1.6348 -1.8762 8.8556
H6 0.4165 -1.4604 6.8399
H7 0.4003 -0.7820 5.3200
H8 -1.5905 -2.1216 5.3539
H9 -0.4498 -2.6976 4.1199
H10 -0.5605 -3.5848 5.6428
H11 3.8675 -1.3814 4.1308
H12 5.5494 -1.8450 4.3068
H13 3.1038 -3.6492 3.5533
H14 4.3325 -3.2240 2.4578
H15 4.7718 -4.2477 3.8461
C7 5.3692 5.0816 0.1528
C8 5.2556 3.6032 0.2077
O5 5.2305 3.2952 1.5664
P2 4.2829 2.0700 1.9961
O6 2.8333 2.1947 1.5899
O7 4.9652 0.7616 1.3137
C9 6.3944 0.5328 1.1260
C10 6.8302 -0.9294 1.2964
O8 4.5947 1.7768 3.5637
C11 4.1056 2.6530 4.5765
C12 2.5772 2.3853 4.8212
H16 4.5816 5.4416 0.8148
H17 6.3777 5.3827 0.4365
H18 5.1940 5.4951 -0.8404
H19 4.3617 3.2230 -0.2866
H20 6.0646 3.1369 -0.3545
H21 6.7221 0.8893 0.1494
H22 7.0089 1.1030 1.8227
H23 6.6919 -1.5102 0.3845
H24 7.8395 -1.1080 1.6673
H25 6.1025 -1.3520 1.9891
H26 4.6422 2.3633 5.4800
H27 4.2737 3.7027 4.3357
H28 2.2518 2.9500 5.6949
H29 1.9293 2.7412 4.0202
H30 2.3098 1.3443 5.0029
C13 -8.6472 -2.0362 -0.0727
C14 -7.9770 -2.4404 1.2842
O9 -6.5438 -2.2708 1.2010
P3 -5.6928 -3.3466 2.0889
O10 -5.7299 -3.0461 3.5642
O11 -6.1860 -4.8250 1.5533
C15 -5.3718 -5.5825 0.6743
C16 -5.7194 -5.2119 -0.7932
O12 -4.2141 -3.1241 1.4314
C17 -3.1227 -2.6131 2.1844
C18 -3.1783 -1.0527 2.1817
H31 -8.2122 -2.5378 -0.9371
H32 -9.7256 -2.1758 -0.1474
H33 -8.5180 -0.9540 -0.0920
H34 -8.3536 -1.8610 2.1272
H35 -8.2410 -3.4787 1.4847
H36 -4.3024 -5.4695 0.8525
H37 -5.5900 -6.6298 0.8836
H38 -5.5237 -4.1517 -0.9539
H39 -5.2863 -5.7937 -1.6069
H40 -6.7946 -5.3623 -0.8909
H41 -3.0743 -3.0066 3.1997
H42 -2.2353 -2.9622 1.6565
H43 -4.0068 -0.7969 2.8422
H44 -2.2399 -0.7020 2.6110
H45 -3.3817 -0.5448 1.2389
C19 1.3810 0.1942 -6.2942
C20 0.2703 -0.8400 -6.1466
O13 -0.8632 -0.3337 -6.9084
P4 -2.2648 -0.3741 -6.1585
O14 -2.4439 -1.6146 -5.3820
O15 -2.3212 1.0229 -5.2808
C21 -3.3902 1.2033 -4.3733
C22 -3.2291 2.5243 -3.6040
O16 -3.3737 -0.0996 -7.2775
C23 -3.2673 1.0733 -8.1316
C24 -4.6865 1.2434 -8.6840
H46 2.2484 -0.2523 -5.8080
H47 1.6627 0.6056 -7.2635
H48 1.1304 1.1239 -5.7834
H49 0.5412 -1.7614 -6.6622
H50 0.0166 -1.0376 -5.1051
H51 -4.3789 1.2595 -4.8288
H52 -3.3699 0.4526 -3.5833
H53 -4.1382 2.7912 -3.0651
H54 -2.4626 2.4772 -2.8304
H55 -3.0871 3.3501 -4.3011
H56 -2.8431 1.9751 -7.6902
H57 -2.6443 0.8136 -8.9875
H58 -4.7780 2.2136 -9.1723
H59 -5.1324 0.5110 -9.3569
H60 -5.4057 1.2513 -7.8650
C25 -2.4294 8.4492 -4.8765
C26 -1.1278 7.8184 -4.3091
O17 -1.4083 6.6099 -3.6111
P5 -0.1666 5.6982 -2.9304
O18 0.8439 6.4439 -2.1078
O19 0.5012 4.8014 -4.1370
C27 -0.2928 4.0160 -5.0305
C28 0.5557 3.9815 -6.3206
O20 -1.0403 4.6186 -2.1507
C29 -0.4636 3.7775 -1.0985
C30 0.9393 3.2718 -1.4222
H61 -3.0231 7.6026 -5.2213
H62 -2.9689 8.9803 -4.0924
H63 -2.2462 9.1588 -5.6834
H64 -0.4272 7.5711 -5.1067
H65 -0.4333 8.4573 -3.7636
H66 -0.1860 2.9901 -4.6779
H67 -1.3485 4.2867 -5.0517
H68 0.5637 4.9842 -6.7479
H69 1.5967 3.6886 -6.1849
H70 0.1210 3.3286 -7.0775
H71 -0.4160 4.2603 -0.1225
H72 -1.0123 2.8409 -0.9991
H73 1.7032 4.0441 -1.3325
H74 1.1073 2.5699 -0.6054
H75 0.9994 2.8250 -2.4146
C31 3.7551 0.7715 -1.8173
C32 3.1560 -0.6721 -1.6511
O21 3.4913 -1.3667 -2.8336
P6 2.7963 -2.7637 -3.1866
O22 3.4156 -3.3700 -4.3998
O23 3.0732 -3.6610 -1.8075
C33 3.9461 -4.7949 -1.9319
C34 4.4673 -5.0754 -0.5402
O24 1.1641 -2.4825 -3.2202
C35 0.2840 -3.5440 -3.6875
C36 0.0825 -4.5374 -2.5389
H76 3.2944 1.4124 -1.0656
H77 4.8419 0.8233 -1.8817
H78 3.4253 1.0108 -2.8283
H79 3.4496 -1.2819 -0.7967
H80 2.0800 -0.5127 -1.5805
H81 3.4815 -5.6895 -2.3467
H82 4.7645 -4.6120 -2.6282
H83 3.7092 -5.5846 0.0549
H84 5.3105 -5.7585 -0.6430
H85 4.7642 -4.1598 -0.0288
H86 -0.6339 -3.0716 -4.0373
H87 0.6837 -4.0084 -4.5889
H88 -0.4851 -4.1360 -1.6994
H89 -0.5398 -5.3343 -2.9463
H90 1.0458 -4.9146 -2.1956
C37 -3.0552 0.8946 7.3037
C38 -3.5916 0.9811 5.8641
O25 -2.5357 0.9512 4.8788
C39 -2.0240 2.1265 4.3532
O26 -2.3718 3.2429 4.6518
O27 -1.0060 1.8660 3.5250
C40 -0.3833 2.8816 2.6603
H91 -3.8799 0.9786 8.0114
H92 -2.4863 1.8155 7.4319
H93 -2.3729 0.1130 7.6377
H94 -4.3176 1.7847 5.7401
H95 -4.0996 0.0206 5.7779
H96 0.2477 3.6072 3.1735
H97 -1.1387 3.4340 2.1015
H98 0.1783 2.4654 1.8239
C41 -3.1083 -2.1869 -1.7258
C42 -2.0948 -1.0433 -1.5357
O28 -1.0177 -1.4525 -0.7110
C43 -0.2392 -0.6017 -0.0537
O29 -0.3320 0.5974 0.0074
O30 0.5565 -1.3497 0.7360
C44 1.5843 -0.6880 1.3958
H99 -4.0828 -1.7438 -1.9314
H100 -3.2448 -2.7011 -0.7745
H101 -2.7398 -2.9452 -2.4167
H102 -2.4872 -0.1672 -1.0193
H103 -1.7163 -0.6167 -2.4646
H104 1.9256 0.2231 0.9044
H105 2.4707 -1.3198 1.4514
H106 1.3893 -0.4038 2.4299

Cartesian forces (eV/Å) of the 3 atoms listed first:
-0.759 -0.696 0.108
0.745 -0.122 2.094
0.417 -0.158 -0.962

Its SMILES is CCOP(=O)(OCC)OCC.CCOP(=O)(OCC)OCC.CCOP(=O)(OCC)OCC.CCOP(=O)(OCC)OCC.CCOP(=O)(OCC)OCC.CCOP(=O)(OCC)OCC.CCOC(=O)OC.CCOC(=O)OC. As for the spin multiplicity: 1. The energy above the lowest of the compared OMol25 structures with the same formula, charge and spin comes out at 297.2 kJ/mol. The maximum force comes out at 0.0624 hartree/bohr. The lowest unoccupied orbital energy comes out at 0.0213 hartree.

---

Entry 2:
Here is a 11-piece molecular cluster, C44H107N3O17P3S overall in a non-equilibrium geometry from OMol25. Energies are from ωB97M-V/def2-TZVPD.

Geometry (Å):
C1 3.3015 -4.1230 0.7495
C2 2.3828 -3.1872 1.5327
P1 1.6117 -1.7238 0.5889
P2 1.4234 -0.6663 2.6026
N1 0.7839 -1.5749 3.7813
O1 0.9057 -0.4009 -0.2518
C3 0.2471 -0.7788 -1.4881
C4 -1.0597 -1.4150 -1.0155
C5 -1.7853 -0.5342 0.0002
C6 -3.3037 -0.6163 -0.1489
C7 -3.9442 0.5541 0.5672
O2 -3.7844 1.7543 -0.2451
C8 -3.3137 2.8051 0.4358
O3 -2.4085 3.4901 0.0691
C9 0.1081 0.5387 -2.2791
C10 -1.2735 0.9057 -2.8549
C11 -1.3075 0.9645 -4.3926
C12 -2.7208 0.7228 -4.9044
S1 -3.0068 1.3008 -6.6170
C13 -2.8563 3.0064 -6.3147
N2 -3.7334 3.8279 -5.8425
N3 -3.1159 5.0718 -5.7702
C14 -1.9202 4.8913 -6.2122
O4 -1.6705 3.6276 -6.5823
C15 1.2312 -1.8699 -2.0475
C16 2.4121 -1.3040 -2.8660
C17 3.3618 -0.4058 -2.0696
C18 4.1690 0.5938 -2.9218
C19 3.6057 2.0141 -2.7466
C20 3.9746 2.5448 -1.3719
O5 3.3738 3.8386 -1.1164
C21 2.0120 3.8045 -1.0016
C22 1.3907 3.1109 0.1739
O6 1.3554 4.3539 -1.8430
P3 0.3321 -3.1440 -3.1318
C23 1.4039 -4.6284 -2.9659
C24 0.6497 -2.6621 -4.8802
O7 1.7101 -2.5662 -0.9395
H1 3.9009 -4.7252 1.4467
H2 4.0218 -3.5770 0.1344
H3 2.7485 -4.8426 0.1420
H4 2.9343 -2.8059 2.4006
H5 1.5303 -3.7427 1.9351
H6 0.3560 -2.2514 1.0088
H7 2.9540 -1.1701 0.5333
H8 2.7437 -0.2360 2.9462
H9 0.7023 0.5232 2.4260
H10 -0.0413 -1.1114 4.1481
H11 -0.8418 -2.3929 -0.5926
H12 -1.7357 -1.5781 -1.8595
H13 -1.5350 -0.8368 1.0218
H14 -1.4674 0.5101 -0.0824
H15 -3.6531 -1.5259 0.3379
H16 -3.5991 -0.5751 -1.1993
H17 -3.4215 0.7059 1.5184
H18 -4.9990 0.3918 0.8025
H19 -3.8659 3.0259 1.3594
H20 0.8301 0.5809 -3.0940
H21 0.3998 1.3256 -1.5862
H22 -1.5583 1.8927 -2.4822
H23 -2.0529 0.2193 -2.5290
H24 -0.9625 1.9534 -4.7008
H25 -0.6188 0.2301 -4.8156
H26 -3.4319 1.2711 -4.2839
H27 -2.9768 -0.3363 -4.8868
H28 -1.1234 5.6099 -6.3071
H29 2.9824 -2.1519 -3.2630
H30 2.0619 -0.7372 -3.7314
H31 4.0381 -1.0288 -1.4830
H32 2.7849 0.1574 -1.3377
H33 5.2023 0.5985 -2.5551
H34 4.1901 0.3257 -3.9800
H35 3.9951 2.7104 -3.4909
H36 2.5164 1.9449 -2.8038
H37 5.0512 2.6844 -1.2692
H38 3.6660 1.8513 -0.5847
H39 0.3109 3.2028 0.0812
H40 1.6328 2.0421 0.1784
H41 1.7603 3.5169 1.1173
H42 1.8548 -4.6410 -1.9744
H43 0.8028 -5.5231 -3.1297
H44 2.1941 -4.6198 -3.7242
H45 -0.0437 -3.1995 -5.5274
H46 1.6667 -2.9013 -5.2098
H47 0.5193 -1.5892 -5.0202
C25 -2.8084 2.8645 4.3772
C26 -1.3912 2.3276 4.4174
O8 -0.8687 2.0420 3.1237
H48 -3.4680 2.1481 3.8856
H49 -3.1872 3.0450 5.3832
H50 -2.8493 3.8004 3.8120
H51 -1.3567 1.3870 4.9658
H52 -0.7343 3.0433 4.9260
H53 -0.8638 2.8549 2.6041
C27 -6.5061 2.2221 7.4239
C28 -5.8479 1.0638 6.6969
O9 -4.4297 1.1018 6.7961
H54 -6.1435 3.1715 7.0285
H55 -7.5912 2.1887 7.3148
H56 -6.2686 2.1938 8.4902
H57 -6.0728 1.1026 5.6318
H58 -6.2211 0.1104 7.0867
H59 -4.1923 1.0516 7.7270
C29 -1.1616 -6.8138 0.6518
C30 -0.5574 -5.5126 0.1559
O10 -1.1204 -4.3776 0.8011
H60 -2.2438 -6.8157 0.4910
H61 -0.7257 -7.6713 0.1399
H62 -0.9835 -6.9286 1.7244
H63 -0.7413 -5.3768 -0.9114
H64 0.5261 -5.5178 0.3172
H65 -0.9374 -4.4523 1.7480
C31 3.9164 6.9035 -4.4226
C32 4.0793 5.5568 -3.7492
O11 4.6286 4.5711 -4.6277
H66 3.2705 6.8257 -5.2991
H67 3.4819 7.6257 -3.7294
H68 4.8851 7.2872 -4.7516
H69 3.1214 5.1597 -3.4199
H70 4.7219 5.6607 -2.8694
H71 5.4920 4.8736 -4.9250
C33 -4.1272 -4.9893 2.7460
C34 -4.9180 -4.8052 1.4627
O12 -4.3510 -3.8099 0.6250
H72 -4.0695 -4.0475 3.2928
H73 -4.5893 -5.7420 3.3889
H74 -3.1062 -5.3034 2.5249
H75 -5.9339 -4.4736 1.6815
H76 -4.9807 -5.7571 0.9201
H77 -3.4462 -4.0775 0.4061
C35 1.7915 -5.7636 5.5689
C36 1.3944 -5.8280 4.1053
O13 0.2492 -5.0289 3.8174
H78 0.9686 -6.1027 6.2009
H79 2.6666 -6.3863 5.7667
H80 2.0272 -4.7362 5.8528
H81 1.1440 -6.8511 3.8202
H82 2.2255 -5.4930 3.4745
H83 0.4570 -4.0989 4.0131
C37 4.3254 6.3989 1.8596
C38 5.8310 6.5121 1.7155
O14 6.3824 5.4223 0.9882
H84 4.0602 5.4644 2.3547
H85 3.9186 7.2322 2.4352
H86 3.8539 6.3922 0.8738
H87 6.3194 6.5010 2.6896
H88 6.0897 7.4548 1.2170
H89 5.9701 5.4042 0.1174
C39 5.5068 10.3173 -2.0007
C40 5.6876 8.9343 -1.4038
O15 6.2786 8.0244 -2.3249
H90 4.8912 10.2630 -2.8991
H91 5.0300 10.9926 -1.2889
H92 6.4719 10.7447 -2.2841
H93 4.7230 8.5032 -1.1369
H94 6.2973 8.9892 -0.4950
H95 7.1440 8.3650 -2.5710
C41 0.6090 -10.4525 3.4044
C42 -0.0829 -10.2483 2.0693
O16 0.7009 -9.4768 1.1689
H96 0.8383 -9.4894 3.8614
H97 -0.0196 -11.0240 4.0891
H98 1.5508 -10.9913 3.2735
H99 -1.0126 -9.6958 2.2013
H100 -0.3247 -11.2167 1.6156
H101 1.5299 -9.9397 1.0143
C43 -8.0411 0.5814 -0.4660
C44 -7.2207 0.7449 -1.7330
O17 -6.4006 -0.3866 -1.9907
H102 -7.3861 0.4071 0.3883
H103 -8.6437 1.4703 -0.2711
H104 -8.7129 -0.2769 -0.5478
H105 -6.5393 1.5901 -1.6430
H106 -7.8801 0.9302 -2.5887
H107 -6.9646 -1.1596 -2.0894

Cartesian forces (eV/Å) of the 3 atoms listed first:
0.256 -0.187 0.472
-0.021 -0.261 -0.115
0.668 -0.832 1.262

As for the charge: -1. As for the spin multiplicity: 1. The maximum force comes out at 0.0321 hartree/bohr. The lowest unoccupied orbital energy comes out at 0.0722 hartree.

---

We obtain gap between HOMO and LUMO values of 10.91; 6.10 eV for the records listed above, in that order.
We obtain E_tot values of -164519.4865; -125339.8082 eV for the records listed above, in that order.